No. 1
The following is a DFT calculation (the ωB97M-V functional and the def2-TZVPD basis) of a molecular structure, C18H33KN3O3 at a distorted geometry.

```
58
Properties=species:S:1:pos:R:3:forces:R:3:mulliken_charge:R:1
C -1.06287 -2.24485 -8.44122 -0.611 0.567 -1.306 -0.252
C -1.62666 -1.39460 -9.33623 0.616 -2.132 0.500 1.007
H -1.00143 -3.30079 -8.68409 0.091 0.093 0.225 0.301
H -0.66576 -1.87954 -7.50824 -0.294 -0.218 -0.524 -0.935
C -1.74444 0.02061 -9.05723 0.199 1.753 1.231 1.282
C -1.39598 0.55174 -7.85257 -0.624 -0.011 -1.265 -1.273
H -1.08090 -0.05560 -7.00549 -0.090 0.324 -0.297 0.009
H -1.48808 1.63310 -7.71714 0.063 -0.402 0.129 0.258
C -2.12435 -1.94667 -10.65671 0.039 -0.096 0.127 -1.246
H -1.91727 -3.02019 -10.69212 -0.099 0.180 -0.071 0.371
H -1.62602 -1.48237 -11.51682 -0.099 -0.004 0.207 0.307
H -3.20410 -1.80202 -10.78018 0.176 0.021 0.020 0.311
C -2.27437 0.91393 -10.16020 0.093 0.156 0.168 -1.263
H -3.25840 0.58259 -10.51554 0.214 0.012 0.110 0.318
H -1.60410 0.92802 -11.02898 -0.110 -0.044 0.157 0.309
H -2.37710 1.93820 -9.78970 0.015 -0.153 -0.131 0.372
K -0.07902 -0.51542 -0.21289 -0.308 -0.162 0.493 0.943
O 0.45778 -0.63116 -2.63814 0.734 0.604 -1.542 -0.650
C 1.06043 -0.07278 -3.56457 -0.640 -0.018 2.003 0.656
O 1.32592 1.38749 -1.05109 1.592 0.694 -1.756 -0.594
C 2.05100 1.58894 -2.02360 -0.920 -0.364 1.156 0.307
O 3.03457 2.49695 -2.04077 -0.233 -0.518 -0.770 -0.339
N 1.98614 0.94732 -3.27315 -0.591 -0.413 0.285 0.335
C 3.71268 2.45806 -3.34148 0.665 0.739 0.747 -0.363
C 2.96072 1.48711 -4.21193 -0.470 -0.375 -0.417 -0.536
H 4.74153 2.12833 -3.16254 -0.240 0.205 0.037 0.275
H 3.70726 3.47244 -3.74779 0.064 -0.183 0.203 0.296
H 3.61752 0.69610 -4.59106 -0.218 0.170 -0.014 0.335
H 2.45493 1.98764 -5.04407 0.172 -0.098 0.086 0.334
C 0.87596 -0.44326 -4.96153 -0.344 -0.463 -0.855 -0.260
C 0.12790 -1.52684 -5.24825 0.881 0.676 0.829 -0.943
H 1.33025 0.17503 -5.74134 0.099 -0.540 0.238 0.274
H -0.45043 -1.98873 -4.44322 0.392 -0.130 -0.343 0.272
H 0.16452 -1.96853 -6.23115 -0.220 0.149 0.311 0.594
C -2.48756 -1.87433 1.63058 -0.064 0.069 0.227 -1.099
N -2.16522 -0.44488 1.71424 0.021 -0.133 -0.278 0.472
C -3.28760 0.37332 1.25757 -0.220 -0.014 0.154 -1.072
C -1.70142 -0.06233 3.05310 -0.076 -0.316 -0.151 -0.963
C -0.39878 -0.76772 3.44587 0.113 0.185 0.103 -1.108
N 0.68949 -0.53531 2.49664 0.165 -0.006 -0.403 0.664
C 1.26098 0.81523 2.57770 -0.005 -0.239 0.137 -1.068
C 1.72871 -1.56249 2.56431 -0.083 -0.072 0.139 -1.094
H -2.92235 -2.10779 0.64454 0.179 0.101 0.352 0.390
H -3.22035 -2.17658 2.41129 0.238 0.042 -0.324 0.321
H -1.57523 -2.47792 1.77130 -0.371 0.149 -0.099 0.276
H -4.18537 0.26181 1.89838 0.227 0.031 -0.146 0.347
H -3.00308 1.43472 1.25731 -0.062 -0.284 -0.030 0.313
H -3.57576 0.07581 0.23576 0.140 0.149 0.334 0.322
H -1.57051 1.02709 3.07177 -0.069 -0.226 0.015 0.457
H -2.45809 -0.33000 3.81658 0.108 0.186 -0.108 0.355
H -0.12392 -0.40698 4.45569 -0.052 -0.225 -0.125 0.337
H -0.56893 -1.85467 3.50967 0.090 0.408 0.078 0.465
H 1.80573 0.97322 3.52713 -0.142 0.009 -0.155 0.323
H 1.97564 0.96823 1.75201 -0.327 0.007 0.252 0.309
H 0.45837 1.56138 2.50820 0.307 -0.140 -0.049 0.265
H 1.27987 -2.55329 2.37593 0.209 0.340 0.062 0.316
H 2.50128 -1.37019 1.80179 -0.265 -0.052 0.233 0.320
H 2.22969 -1.59948 3.54904 -0.053 0.010 -0.188 0.341
```
Positions in Å, forces in eV/Å.

Summary:
Total charge: +1
Frontier orbital gap, eV: 7.144
Lowest unoccupied orbital energy, eV: -3.20

No. 2
The following is a DFT calculation (the ωB97M-V functional and the def2-TZVPD basis) of a gas-phase ion, C18H34ClN2O5S (charge +1).

```
61
Properties=species:S:1:pos:R:3:forces:R:3:mulliken_charge:R:1
C 6.70151 -2.67739 -3.37821 -0.198 0.066 -0.155 -1.361
C 5.23217 -2.29238 -3.49632 0.148 -0.123 0.304 -0.286
C 4.49088 -2.53136 -2.18124 -0.171 0.280 -0.374 -1.214
C 3.03888 -2.06536 -2.22644 0.055 -0.292 0.192 0.652
C 2.30024 -2.24921 -0.89550 0.041 -0.001 -0.205 -1.113
C 0.82554 -2.18705 -1.29703 0.034 0.395 0.646 -0.541
C 0.30660 -0.72685 -1.33040 0.108 -0.704 0.144 0.282
O 0.02000 -0.27288 -2.43152 -0.160 0.406 -0.339 -0.750
N 0.25194 -0.09306 -0.17762 -0.093 -0.028 0.202 0.196
C -0.08430 1.31112 -0.07653 -0.178 0.165 0.029 -1.245
C -1.17552 1.47493 0.99739 0.252 -0.022 0.156 -0.654
O -2.20441 0.58242 0.61129 0.402 -0.072 -0.127 -0.408
C -3.32392 0.62582 1.43992 -0.782 0.258 0.421 -0.298
S -4.11547 2.29433 1.42834 0.017 -0.070 -0.176 0.002
C -5.85321 1.79552 1.51687 0.369 -0.078 0.007 -0.842
C -2.95453 0.19971 2.86510 0.713 0.063 -0.130 0.036
O -4.10373 0.18908 3.65576 -0.254 0.023 0.231 -0.514
C -1.89251 1.16700 3.40363 -0.068 0.003 -0.680 -0.663
O -1.46593 0.67083 4.65627 0.078 -0.193 0.295 -0.597
C -0.69078 1.21050 2.43520 -0.450 0.499 0.093 0.234
O 0.02256 -0.00421 2.52582 0.115 -0.338 0.051 -0.643
C 1.18642 2.12910 0.19630 -0.202 0.052 -0.034 0.272
C 0.96616 3.62613 0.10268 0.083 -0.138 0.077 -1.417
Cl 2.40833 1.64545 -1.02624 0.297 0.102 -0.104 -0.216
N 0.77340 -2.60824 -2.72280 -0.289 0.564 -0.384 0.247
C -0.18001 -3.67114 -3.03989 -0.487 -0.498 -0.118 -1.033
C 2.15715 -2.87868 -3.17504 0.822 0.141 -0.066 -1.162
H 7.19121 -2.08618 -2.60869 0.094 0.045 0.085 0.343
H 6.80312 -3.72883 -3.12037 0.068 -0.115 0.033 0.333
H 7.21467 -2.50524 -4.31990 0.131 -0.017 -0.053 0.391
H 5.15499 -1.23772 -3.76643 -0.081 0.042 -0.079 0.347
H 4.77159 -2.87861 -4.29378 -0.067 0.035 -0.098 0.307
H 5.00128 -1.98497 -1.38664 0.030 -0.030 0.097 0.402
H 4.52948 -3.59377 -1.93036 -0.013 -0.079 0.105 0.431
H 3.00941 -1.00948 -2.51121 -0.059 0.009 -0.030 0.140
H 2.56142 -1.47667 -0.17646 -0.029 0.010 0.069 0.678
H 2.54256 -3.22187 -0.46499 -0.007 -0.038 0.012 0.440
H 0.18048 -2.80741 -0.67411 -0.033 -0.013 -0.130 0.511
H 0.42767 -0.55112 0.70982 0.023 -0.183 -0.127 0.311
H -0.51103 1.60456 -1.04199 0.094 0.027 0.165 0.815
H -1.56655 2.50216 0.96657 0.161 -0.051 -0.023 0.624
H -4.05405 -0.06622 1.01617 0.051 0.017 0.086 0.612
H -6.12194 1.25820 0.61194 -0.131 -0.023 -0.016 0.272
H -5.99435 1.18421 2.40189 -0.154 0.008 0.008 0.236
H -6.42747 2.71282 1.59199 -0.095 0.027 -0.003 0.382
H -2.50819 -0.80931 2.81346 -0.062 0.174 -0.052 0.204
H -3.83884 0.06474 4.57597 -0.020 -0.014 -0.070 0.385
H -2.34240 2.16264 3.49208 0.057 -0.125 0.024 0.482
H -1.06532 1.37728 5.17467 -0.060 0.003 0.023 0.392
H -0.03047 2.04012 2.73893 -0.100 -0.044 -0.079 0.442
H -0.10601 -0.32863 3.43341 0.113 0.053 -0.132 0.488
H 1.62141 1.84394 1.15648 -0.047 0.022 -0.068 0.464
H 0.28843 3.95734 0.88538 -0.092 0.076 0.110 0.342
H 1.91070 4.15205 0.22028 -0.008 0.028 0.020 0.412
H 0.54076 3.88995 -0.86258 -0.038 0.011 -0.081 0.350
H 0.42857 -1.68008 -3.15332 0.161 -0.476 0.199 0.590
H -0.17508 -3.85966 -4.11199 0.062 0.060 0.016 0.371
H -1.18379 -3.37197 -2.74433 0.042 0.069 0.027 0.341
H 0.09171 -4.58921 -2.51906 0.054 0.077 0.022 0.417
H 2.36775 -3.94489 -3.05835 -0.098 0.008 -0.002 0.341
H 2.27339 -2.60206 -4.22120 -0.147 -0.057 -0.012 0.440
```
Positions in Å, forces in eV/Å.

Summary:
Total charge: +1
Frontier orbital gap, eV: 8.795
Relative energy (zero: lowest compared OMol25 entry of this formula, charge and spin), eV: 0.145
Lowest unoccupied orbital energy, eV: -2.09

No. 3
The following is a DFT calculation (the ωB97M-V functional and the def2-TZVPD basis) of 3 unconnected molecules or ions with the total composition C18H34FN2O4 at a distorted geometry.

```
59
Properties=species:S:1:pos:R:3:forces:R:3:mulliken_charge:R:1
C -0.50976 -4.42873 1.01178 -0.344 1.243 -0.219 -0.965
C -1.35310 -4.35505 -0.36737 1.499 -3.214 -0.315 0.453
O -1.35344 -5.35613 -1.11535 -0.547 3.631 2.132 -0.473
N -2.03362 -3.06767 -0.63894 -0.350 -0.954 -1.501 0.611
C -3.46076 -3.23206 -1.01181 -4.015 1.777 1.284 0.581
C -4.03734 -4.12747 -2.19552 -0.615 0.043 0.271 -0.992
O -4.29014 -2.55748 -0.34131 3.502 -2.373 -2.401 -0.536
C -1.27835 -2.19844 -1.58087 -1.107 1.369 -1.645 -0.165
C -0.88206 -2.77290 -3.03129 1.438 -1.184 -0.300 -0.621
C 0.53382 -3.52437 -3.07163 -0.320 -0.622 -0.465 -0.434
F 1.62809 -2.56922 -3.00313 -1.623 -1.030 0.062 -0.313
C -1.97451 -0.76347 -1.93612 -0.636 1.988 1.591 -0.883
C -1.52699 0.26365 -0.73720 1.990 -0.358 0.171 -0.359
C -0.72430 -0.72487 0.27464 -3.010 1.886 2.108 -0.748
N -0.13892 -1.68782 -0.70673 0.804 1.009 -1.315 -0.077
H -0.75175 -3.50682 1.65407 0.314 -1.428 -0.916 0.258
H -0.73158 -5.36556 1.61577 0.208 1.121 -1.104 0.366
H 0.61278 -4.39835 0.77540 -1.557 -0.248 0.201 0.267
H -3.65085 -5.19692 -2.19198 -0.114 1.587 -0.195 0.321
H -3.90972 -3.59695 -3.21197 0.136 -0.913 1.590 0.237
H -5.17531 -4.19109 -2.03153 1.846 0.281 -0.075 0.365
H -0.84719 -1.96060 -3.84165 -0.016 -1.037 1.495 0.364
H -1.65341 -3.54167 -3.41303 1.102 1.202 1.016 0.252
H 0.68760 -4.28139 -2.23040 -0.225 1.205 -0.993 0.219
H 0.61001 -4.12996 -4.04999 0.099 1.245 1.439 0.374
H -3.10901 -0.72820 -2.01277 1.474 -0.666 0.225 0.291
H -1.60604 -0.20864 -2.85852 -0.189 -1.637 0.850 0.368
H -0.68415 0.96145 -1.07808 -1.369 -0.791 -0.029 0.116
H -2.33161 0.93637 -0.29277 0.979 -1.432 -0.394 0.386
H 0.00219 -0.26165 1.01338 -0.428 -0.513 -1.779 0.372
H -1.57003 -1.07759 0.96993 1.512 -0.789 -1.387 0.503
H 0.59323 -2.35514 -0.41619 -0.744 0.010 0.307 0.453
H 0.37874 -1.05335 -1.35426 0.155 -0.337 0.486 0.419
C 4.10591 0.83359 -0.02563 0.306 -0.172 -0.391 -0.719
C 3.55372 2.20263 0.30876 -0.003 0.222 0.451 -0.550
C 2.12518 2.09836 -0.18624 -0.170 0.407 -0.306 -0.499
O 1.73744 0.72067 -0.04806 0.225 -0.116 -0.156 -0.259
C 2.91025 -0.06102 0.23352 -0.054 -0.195 0.324 -0.429
H 4.98007 0.55614 0.56487 -0.100 -0.002 -0.036 0.369
H 4.38087 0.79296 -1.08458 0.012 -0.058 0.091 0.297
H 3.56301 2.35108 1.39326 -0.021 0.080 -0.097 0.189
H 4.10473 3.02307 -0.15261 -0.079 -0.075 0.017 0.393
H 2.05115 2.36257 -1.24635 0.016 0.054 0.026 0.297
H 1.43811 2.73205 0.37942 -0.023 -0.140 0.002 0.270
H 2.86423 -0.36702 1.28460 0.079 -0.045 -0.008 0.314
H 2.91399 -0.95873 -0.39152 -0.048 0.022 -0.057 0.305
C -0.16559 5.91185 2.37380 -0.158 0.008 -0.420 -0.498
C -0.58562 5.32890 3.70461 -0.166 0.160 0.392 -0.516
C 0.42315 4.21292 3.89247 0.173 -0.257 0.007 -0.322
O 1.62982 4.62854 3.23764 -0.316 0.044 -0.101 -0.405
C 1.34360 5.78419 2.43642 0.327 0.151 0.129 -0.387
H -0.49980 6.93881 2.21867 0.049 -0.077 -0.001 0.338
H -0.55959 5.29632 1.55776 0.009 0.076 0.011 0.222
H -0.46423 6.07871 4.49276 -0.041 -0.083 -0.036 0.270
H -1.61854 4.97741 3.72449 0.080 0.009 0.016 0.326
H 0.08451 3.28615 3.41524 -0.091 -0.046 0.062 0.147
H 0.62949 4.00713 4.94514 0.094 -0.018 -0.098 0.285
H 1.79488 6.65241 2.92790 -0.019 0.037 -0.104 0.309
H 1.79674 5.66838 1.44906 0.066 -0.054 0.086 0.244
```
Positions in Å, forces in eV/Å.

Summary:
Total charge: +1
Frontier orbital gap, eV: 8.318
Relative energy (zero: lowest compared OMol25 entry of this formula, charge and spin), eV: 0.000
Lowest unoccupied orbital energy, eV: -3.10

> total charge of number 3 (C18H34FN2O4)?

+1

> Number 2 is which compound?

C18H34ClN2O5S

> Look up the frontier orbital gap of the first one.

7.144 eV